Density functional theory data (ωB97M-V with the def2-TZVPD basis set) for a structure of composition C35H33F5N8STi.

Geometry as XYZ:
```
83
Properties=species:S:1:pos:R:3:forces:R:3
Ti -0.260152 -0.248817 -0.494203 0.33 0.68 -0.14
C 4.377965 1.449255 1.214483 -0.01 0.05 0.02
C 4.236529 2.823880 1.453598 -0.01 -0.05 -0.01
C 2.992480 3.396734 1.397114 -0.03 -0.03 -0.01
C 1.852318 2.589997 1.112884 0.16 -0.09 -0.06
N 2.012542 1.277351 0.846990 0.05 0.05 -0.03
C 3.229871 0.741687 0.906202 -0.02 -0.02 -0.03
N 0.645891 3.191108 1.112751 -0.04 0.13 -0.01
C -0.509004 2.525690 1.175410 0.04 -0.15 0.13
N -0.788126 1.174312 1.139974 -0.27 -0.02 0.41
C -2.095917 1.006352 1.550926 0.16 0.06 0.30
N -2.741452 -0.106392 1.914415 -0.06 -0.02 -0.06
C -2.342252 -1.354374 1.651661 0.02 -0.05 -0.05
C -2.925640 -2.402322 2.427478 -0.01 0.03 -0.01
C -2.647779 -3.708998 2.152730 0.01 -0.01 -0.01
C -1.786994 -4.020148 1.087749 -0.02 -0.01 0.02
C -1.236594 -2.971365 0.393023 0.02 0.01 -0.03
N -1.471500 -1.676354 0.658809 -0.20 0.02 0.26
C -2.720062 2.294720 1.714669 0.03 0.01 0.03
C -4.017412 2.686017 2.056474 -0.02 0.03 0.01
C -4.299448 4.035771 2.123178 0.01 -0.02 0.00
C -3.294851 5.001067 1.875062 0.00 -0.01 0.00
C -2.005871 4.617844 1.561330 0.00 -0.01 0.02
C -1.722207 3.253696 1.466235 -0.04 0.00 0.08
H 5.340741 0.956066 1.243452 0.00 0.00 -0.01
H 5.104909 3.434131 1.682615 0.00 0.00 0.00
H 2.835644 4.451534 1.582312 0.00 0.01 0.00
H 3.272653 -0.318215 0.664069 -0.01 0.16 -0.01
H -3.593740 -2.108365 3.225830 0.00 0.00 0.00
H -3.092582 -4.498087 2.750734 0.00 0.00 0.00
H -1.543468 -5.038855 0.819571 0.00 0.00 0.00
H -0.549682 -3.143042 -0.426256 0.01 0.00 0.00
H -4.772800 1.934934 2.255849 0.00 0.01 0.00
H -5.301938 4.367175 2.372423 0.00 0.00 0.00
H -3.545763 6.054631 1.939058 0.00 0.00 0.00
H -1.220988 5.344499 1.385676 -0.01 0.00 0.00
N -2.047253 1.573072 -1.366746 -0.22 0.05 -0.32
C -1.841772 2.921301 -1.898329 0.03 -0.08 0.05
C -0.680151 2.953046 -2.882344 -0.05 0.31 -0.11
C 0.668097 2.707803 -2.226130 -0.25 0.09 -0.06
N 0.802978 1.306033 -1.893800 0.69 -0.52 0.47
H -2.387101 0.933780 -2.079267 -0.02 0.47 0.11
H -2.697298 1.567245 -0.589655 -0.19 0.11 -0.14
H -1.611044 3.582677 -1.058024 -0.04 -0.05 -0.10
H -2.735597 3.337155 -2.393959 0.00 -0.13 0.08
H -0.659500 3.936572 -3.365545 -0.07 0.01 0.00
H -0.849383 2.217513 -3.679260 0.04 -0.02 0.01
H 0.731084 3.281896 -1.298802 -0.02 0.01 -0.03
H 1.474229 3.064229 -2.882445 0.02 -0.06 -0.04
H 1.561318 1.145855 -1.227879 0.07 0.08 -0.26
H 0.977403 0.720301 -2.701559 0.02 0.04 -0.06
N 1.217597 -1.279139 -0.592799 0.05 -0.24 -0.16
C 2.230983 -2.086281 -0.905599 -0.07 0.02 0.00
C 3.279785 -1.701133 -1.795418 0.03 -0.01 -0.02
C 4.333391 -2.540198 -2.101620 -0.01 0.02 0.00
C 4.430032 -3.819508 -1.554003 0.01 -0.02 0.00
C 3.423858 -4.227690 -0.679815 -0.01 0.01 0.01
C 2.363246 -3.400469 -0.359773 0.01 -0.01 0.01
H 3.227194 -0.711399 -2.236617 -0.01 0.00 0.00
H 5.101368 -2.190941 -2.786371 0.00 0.00 0.00
H 5.258843 -4.472871 -1.799398 0.00 0.00 0.00
H 3.472185 -5.216334 -0.231010 0.00 0.00 0.00
H 1.606590 -3.730426 0.344130 -0.01 0.00 0.00
C 1.026752 -1.610763 4.632920 0.00 0.00 0.01
S 1.246090 -1.681267 2.845458 -0.07 -0.04 0.03
C 3.007566 -2.046192 2.819044 0.02 -0.01 0.02
H 1.649318 -0.830766 5.076830 0.00 0.00 -0.01
H 1.251878 -2.568580 5.109070 0.00 0.00 0.00
H -0.019443 -1.364843 4.815028 0.01 0.00 0.00
H 3.227846 -2.965610 3.367139 0.00 0.00 0.00
H 3.585377 -1.218261 3.235419 0.00 0.00 -0.01
H 3.287363 -2.189027 1.776034 0.00 -0.03 0.03
F 0.557858 -1.257059 -3.687005 0.03 -0.02 -0.01
C -0.765560 -1.491287 -3.477299 -0.02 0.06 0.01
C -1.381603 -1.041720 -2.325420 -0.01 -0.55 -0.22
C -2.738423 -1.308869 -2.297812 0.10 -0.17 -0.18
F -3.492309 -0.878693 -1.255416 -0.14 -0.04 0.18
C -3.438074 -1.979731 -3.287167 0.00 0.00 -0.03
F -4.765364 -2.204369 -3.199047 -0.04 -0.01 0.01
C -2.755971 -2.422751 -4.402571 -0.01 0.01 0.03
F -3.405942 -3.071118 -5.389171 -0.04 -0.04 -0.05
C -1.402121 -2.171883 -4.502505 0.04 0.02 -0.02
F -0.741677 -2.582422 -5.605772 0.01 -0.01 -0.02
```
Forces are in eV/Å.

Calculated values
LUMO (alpha / beta) ... 4.42 / 4.41 eV
Charge ... -2
Multiplicity ... 3
E_HOMO (alpha / beta) ... 0.18 / -1.26 eV

Density functional theory data (ωB97M-V with the def2-TZVPD basis set) for a cluster of 2 separate species, C2H3N3 in total in a non-equilibrium geometry.

Geometry as XYZ:
```
8
Properties=species:S:1:pos:R:3:forces:R:3
C 0.325314 -0.235896 0.040604 -4.78 1.91 -0.40
C -0.021201 -0.493611 -1.423820 0.57 -0.59 1.84
N 1.056309 -0.938818 -2.338121 -1.78 -1.86 1.19
N 0.417048 -1.851274 -1.775477 1.52 1.72 -1.88
N 1.305099 -0.628834 0.667751 0.34 -0.39 -2.36
H -0.970739 0.372528 0.352378 3.66 -1.30 0.32
H -1.042505 -0.196899 -1.710461 0.88 0.02 -0.33
H 1.582195 -0.577950 1.602650 -0.42 0.51 1.61
```
Forces are in eV/Å.

Calculated values
LUMO ... 0.27 eV
Charge ... 0
E_HOMO ... -9.61 eV

ΔE to the lowest compared entry with this formula, charge and spin in kJ/mol, matching the order above: 0.0, 409.3
Total energy in Eh, matching the order above: -3538.6548, -242.1168